Below is a structure of composition C22H40BrClInO4, with properties calculated with ωB97M-V/def2-TZVPD.

Kohn-Sham gap   7.56 eV
Electronic energy   -4387.46723 hartree
HOMO level   -5.183 eV
LUMO   2.38 eV
Total charge   -1

Atoms and positions in Å:
C  -2.259  5.430  2.213
C  -2.303  4.768  1.199
In  -2.363  3.574  -0.644
C  -3.653  4.777  -2.055
C  -4.511  3.977  -2.938
O  -5.191  3.020  -2.620
C  -0.374  3.473  -1.582
C  -0.308  2.460  -2.716
C  0.880  2.598  -3.647
Cl  2.447  2.442  -2.769
C  -3.333  1.628  -0.218
C  -2.577  0.503  0.473
C  -3.283  -0.035  1.716
Br  -0.714  0.966  1.000
H  -2.166  6.044  3.077
H  -4.289  5.393  -1.412
H  -3.026  5.435  -2.660
H  -4.551  4.304  -4.005
H  -0.119  4.471  -1.961
H  0.363  3.231  -0.815
H  -0.296  1.444  -2.306
H  -1.202  2.526  -3.350
H  0.901  3.573  -4.130
H  0.906  1.820  -4.408
H  -4.202  1.878  0.396
H  -3.728  1.249  -1.162
H  -2.443  -0.312  -0.235
H  -2.583  -0.472  2.428
H  -3.822  0.767  2.220
H  -3.983  -0.821  1.424
C  2.102  -3.644  0.245
C  1.488  -2.289  0.593
C  0.213  -2.709  1.307
O  0.504  -3.955  1.957
C  1.746  -4.469  1.476
H  3.176  -3.605  0.063
H  1.619  -4.062  -0.641
H  2.139  -1.739  1.275
H  1.291  -1.656  -0.270
H  -0.606  -2.865  0.596
H  -0.114  -1.985  2.051
H  2.507  -4.358  2.258
H  1.629  -5.532  1.257
C  4.215  5.185  -0.918
C  5.549  5.892  -0.687
C  5.721  5.731  0.819
O  5.097  4.498  1.164
C  4.307  4.026  0.065
H  4.061  4.850  -1.941
H  3.386  5.842  -0.647
H  6.350  5.371  -1.217
H  5.553  6.935  -1.001
H  5.230  6.548  1.360
H  6.767  5.693  1.130
H  4.809  3.163  -0.387
H  3.335  3.703  0.436
C  -1.981  -8.874  2.018
C  -2.251  -7.373  1.930
C  -0.951  -6.864  1.325
O  -0.466  -7.918  0.482
C  -1.194  -9.116  0.736
H  -2.885  -9.481  2.077
H  -1.363  -9.096  2.891
H  -3.088  -7.179  1.256
H  -2.472  -6.909  2.890
H  -0.210  -6.654  2.100
H  -1.076  -5.961  0.729
H  -1.867  -9.315  -0.106
H  -0.489  -9.945  0.815

Results of the Mulliken charge analysis, in e, for atoms 1 through 8:
1 C -0.421
2 C -0.620
3 In 1.018
4 C -0.886
5 C 0.016
6 O -0.543
7 C -0.790
8 C -0.293